{
  "formula": "C33H63B2CuF2N4OP2Si",
  "method": "ωB97M-V with the def2-TZVPD basis set",
  "species": ["Cu", "C", "C", "C", "C", "P", "C", "N", "B", "N", "C", "P", "C", "C", "C", "C", "C", "C", "C", "C", "C", "C", "C", "C", "C", "C", "C", "C", "C", "C", "H", "H", "H", "H", "H", "H", "H", "H", "H", "H", "H", "H", "H", "H", "H", "H", "H", "H", "H", "H", "H", "H", "H", "H", "H", "H", "H", "H", "H", "H", "H", "H", "H", "H", "H", "H", "H", "H", "H", "H", "H", "H", "H", "H", "F", "B", "F", "C", "Si", "C", "C", "C", "H", "H", "H", "H", "H", "H", "H", "H", "H", "H", "H", "N", "C", "N", "C", "C", "O", "C", "C", "H", "H", "H", "H", "H", "H", "H", "H"],
  "coordinates": [[-0.66452, -0.06918, -0.03606], [5.18454, -0.33010, 0.07077], [4.15013, -0.84926, -0.84691], [3.16246, -1.71933, -0.10839], [4.81075, -1.65051, -1.92885], [3.22820, 0.50040, -1.79125], [2.93211, 1.79927, -0.46088], [2.23107, 1.39226, 0.78830], [0.99019, 0.58704, 1.01820], [1.04543, 0.42580, 2.47145], [0.17042, -0.30235, 3.35302], [-1.45461, -0.60392, 2.43746], [-1.64092, -2.48998, 2.46985], [-1.73685, -3.03911, 3.91295], [-0.36647, -2.99457, 1.67569], [-2.84100, -2.78049, 1.57508], [-2.73507, 0.13544, 3.68661], [-2.51842, -0.05729, 5.22787], [-4.15116, -0.29508, 3.30017], [-2.63875, 1.66351, 3.46341], [2.08018, 1.20308, 3.08139], [2.51792, 1.38871, 4.38593], [3.56949, 2.21038, 4.64023], [4.20580, 2.83269, 3.56243], [3.85252, 2.63257, 2.26725], [2.74828, 1.77329, 2.00592], [4.50084, 1.52413, -2.84631], [3.76704, 2.72672, -3.37078], [5.95851, 2.01457, -2.44226], [4.74308, 0.60966, -4.13375], [5.89665, 0.28861, -0.47969], [5.74179, -1.12218, 0.58070], [4.60993, 0.21917, 0.84444], [3.69022, -2.60376, 0.18819], [2.31919, -1.95330, -0.79010], [2.72868, -1.14724, 0.74240], [5.31534, -2.45932, -1.35080], [5.54109, -1.14771, -2.56740], [3.99795, -2.03639, -2.56618], [2.43887, 2.61690, -0.98644], [3.91185, 2.24056, -0.21313], [-0.01974, 0.45637, 4.15757], [0.68212, -1.15032, 3.86363], [-1.13264, -2.39840, 4.57042], [-1.28503, -4.07870, 3.98329], [-2.75690, -3.12388, 4.13224], [0.61172, -2.79523, 2.28176], [-0.20010, -2.52582, 0.68538], [-0.40499, -4.11846, 1.70585], [-3.65604, -2.09748, 1.72761], [-3.21393, -3.78585, 1.78975], [-2.70283, -2.78795, 0.47091], [-2.97884, -0.92805, 5.60925], [-2.89995, 0.81616, 5.81851], [-1.48202, -0.27830, 5.46690], [-4.41530, -1.33905, 3.63223], [-4.29578, -0.26049, 2.24540], [-4.98977, 0.40628, 3.61409], [-3.40682, 2.14499, 4.07583], [-2.72867, 2.00105, 2.36838], [-1.73269, 2.03665, 3.79739], [1.92865, 0.90298, 5.19973], [3.98291, 2.37007, 5.65662], [5.05299, 3.44079, 3.81508], [4.50259, 3.06066, 1.57509], [3.65633, 3.53473, -2.64607], [2.70982, 2.51174, -3.50765], [4.23374, 3.07904, -4.32470], [5.99590, 2.53295, -1.45735], [6.36199, 2.81766, -3.07521], [6.61861, 1.21039, -2.44253], [4.15344, -0.23808, -4.25429], [5.80105, 0.36709, -4.16452], [4.62737, 1.25010, -5.04001], [-1.96772, -2.85555, -2.06538], [-2.10500, -1.47332, -2.44610], [-3.42743, -1.14506, -3.11512], [-2.23264, 1.10695, -5.25063], [-0.75257, 0.55351, -4.13145], [-0.51115, 2.00461, -2.99946], [0.63077, 0.72473, -5.45905], [-0.82863, -1.03616, -3.26747], [-1.86894, 2.10931, -5.51075], [-3.25059, 1.18517, -4.83076], [-2.18650, 0.41413, -6.08215], [-0.07652, 2.91502, -3.38289], [0.15726, 1.57675, -2.19506], [-1.40560, 2.20186, -2.38123], [0.62938, 1.69883, -5.85008], [0.60158, 0.02018, -6.28231], [1.59267, 0.44252, -4.92871], [-0.02676, -1.10489, -2.49529], [-0.62668, -1.83051, -3.98153], [-2.23499, -0.67891, -1.07630], [-3.32442, -0.24642, -0.56075], [-4.61833, -0.56273, -0.51616], [-5.27008, -1.78670, -0.97396], [-6.41958, -2.02073, 0.00295], [-7.44945, -1.07992, -0.01460], [-6.86824, 0.16272, 0.34207], [-5.55618, 0.54851, -0.46984], [-4.51341, -2.56589, -0.93211], [-5.66848, -1.51519, -1.97918], [-6.08729, -2.20080, 1.02154], [-6.97786, -2.93770, -0.19339], [-6.62910, 0.16798, 1.36890], [-7.67807, 0.88823, 0.09482], [-5.14627, 1.40780, 0.06345], [-5.81312, 0.74434, -1.68315]],
  "total_charge": -1,
  "total_energy_ev": -121137.384,
  "orbital_gap_ev": [6.446, 6.431],
  "multiplicity": 2,
  "e_lumo_ev": [2.5, 2.5]
}